No. 1
{
  "formula": "C16H7F6N4O10PtS4",
  "method": "ωB97M-V/def2-TZVPD",
  "species": ["Pt", "F", "C", "F", "F", "S", "O", "O", "N", "S", "O", "O", "C", "F", "F", "F", "S", "C", "N", "C", "C", "C", "C", "C", "C", "S", "H", "H", "H", "H", "O", "C", "O", "C", "C", "C", "C", "C", "C", "N", "O", "O", "N", "O", "O", "H", "H", "H"],
  "positions_angstrom": [[0.73151, 0.23694, 2.01054], [2.71383, 0.99449, -1.46564], [3.39016, -0.07171, -1.03996], [2.61656, -1.14796, -1.15370], [4.46022, -0.23218, -1.81747], [3.92807, 0.17582, 0.71030], [2.72924, 0.61558, 1.42804], [4.93988, 1.17701, 0.63123], [4.54431, -1.20163, 1.08472], [3.83120, -2.45201, 1.75750], [4.47511, -3.65112, 1.32794], [2.40327, -2.37082, 1.80795], [4.36436, -2.24215, 3.51106], [3.77493, -3.17081, 4.26867], [5.68513, -2.37049, 3.63945], [4.01181, -1.03759, 3.96970], [1.01352, 0.01365, 4.29262], [-0.69605, 0.06880, 4.15986], [-1.02837, 0.18541, 2.89428], [-2.38844, 0.28172, 2.67453], [-3.03995, 0.43967, 1.45724], [-4.41920, 0.52563, 1.46307], [-5.14546, 0.45432, 2.65428], [-4.50057, 0.29806, 3.86827], [-3.11504, 0.21353, 3.86962], [-2.04406, 0.03806, 5.24279], [-2.46389, 0.48832, 0.54579], [-4.94570, 0.64962, 0.52581], [-6.22491, 0.52441, 2.62979], [-5.06197, 0.24301, 4.79179], [0.10066, 1.55548, -0.00663], [-0.16371, 0.49879, -0.61557], [-0.16774, -0.63667, -0.09119], [-0.50414, 0.59514, -2.08428], [-0.44490, -0.53796, -2.88468], [-0.73995, -0.41587, -4.23023], [-1.10723, 0.78010, -4.81547], [-1.16144, 1.88017, -3.98220], [-0.85825, 1.81931, -2.63435], [-1.55897, 3.17634, -4.57040], [-1.79401, 3.20369, -5.76292], [-1.72612, 4.10946, -3.81372], [-0.67341, -1.61557, -5.09159], [-0.34133, -2.66007, -4.57549], [-1.00666, -1.49041, -6.25452], [-0.17446, -1.48906, -2.44939], [-1.33760, 0.85012, -5.86569], [-0.88024, 2.70144, -2.01175]],
  "lumo_ev": 1.1,
  "charge": -1,
  "de_lowest_kj_mol": 82.7,
  "spin_multiplicity": 1,
  "e_tot_ev": -106031.329,
  "gap_ev": 6.8,
  "homo_energy_ev": -5.75
}

=====

No. 2
{
  "formula": "C16H8N2OsS3Te",
  "method": "ωB97M-V/def2-TZVPD",
  "species": ["Os", "S", "C", "C", "N", "C", "S", "C", "N", "Te", "C", "C", "C", "C", "S", "H", "H", "H", "C", "C", "C", "C", "C", "C", "C", "C", "H", "H", "H", "H", "H"],
  "positions_angstrom": [[-0.39312, 0.48972, -0.27683], [1.79735, 0.07305, -1.00635], [2.58690, 1.60928, -0.90827], [3.97416, 1.63583, -1.30099], [5.07475, 1.64712, -1.63105], [1.96258, 2.72229, -0.47318], [0.29796, 2.69949, 0.02456], [2.64075, 3.98993, -0.38958], [3.16369, 5.01050, -0.31359], [-2.75506, 1.53193, -0.41281], [-3.94890, -0.16292, -0.19182], [-4.28715, -0.80518, 0.96295], [-5.16120, -1.90885, 0.73487], [-5.46160, -2.06828, -0.58286], [-4.70446, -0.87962, -1.54683], [-3.91663, -0.51448, 1.93639], [-5.54078, -2.55185, 1.51634], [-6.08984, -2.81985, -1.03477], [-0.76756, -1.41570, -0.21962], [-0.68448, -2.65337, -0.17553], [-0.65680, -4.06666, -0.10423], [-0.91562, -4.83247, -1.25003], [-0.86795, -6.21207, -1.17928], [-0.56601, -6.83601, 0.02590], [-0.31253, -6.08325, 1.16703], [-0.35373, -4.70307, 1.10776], [-1.15113, -4.33120, -2.17935], [-1.06541, -6.80386, -2.06312], [-0.52656, -7.91652, 0.07573], [-0.07953, -6.57540, 2.10164], [-0.15670, -4.10303, 1.98582]],
  "lumo_ev": [-0.3, -3.3],
  "spin_multiplicity": 5,
  "e_tot_ev": -61963.875,
  "gap_ev": [8.0, 5.6],
  "homo_energy_ev": [-8.33, -8.90]
}

=====

No. 3
{
  "formula": "C16H9BrF3N7",
  "method": "ωB97M-V/def2-TZVPD",
  "species": ["F", "F", "F", "Br", "N", "N", "N", "N", "N", "C", "C", "C", "C", "C", "C", "C", "C", "C", "C", "C", "C", "C", "C", "C", "N", "N", "C", "H", "H", "H", "H", "H", "H", "H", "H", "H"],
  "positions_angstrom": [[-6.52681, 0.20043, -3.82356], [-5.34473, -0.45919, -5.59951], [-5.90599, -1.98645, -4.16685], [0.65519, -1.19712, 5.59631], [6.86525, 1.54255, 3.61011], [0.44126, 0.53978, -1.69183], [6.79077, 1.94781, 2.35905], [1.35514, 0.46653, -0.78253], [5.67703, 1.01638, 4.01606], [4.87803, 1.02184, 2.97459], [-0.72362, -0.09560, -1.21206], [-0.47530, -0.46587, 0.06942], [-1.99789, 0.08629, -3.25975], [-3.17603, -0.83920, -1.33116], [2.81914, -0.03749, 4.02410], [0.83325, -0.50888, 2.75491], [2.76338, 0.49892, 1.71386], [-3.14180, -0.07072, -4.02131], [-4.34984, -0.89319, -2.08126], [1.48889, -0.54405, 4.00333], [-1.99669, -0.31640, -1.91419], [3.45979, 0.51795, 2.91131], [1.45940, 0.01324, 1.60629], [-4.34572, -0.51343, -3.42205], [5.56649, 1.63897, 1.97824], [0.78654, 0.00247, 0.36152], [-5.59314, -0.68303, -4.27593], [-1.18128, -0.94311, 0.70441], [-1.11674, 0.47063, -3.75171], [-3.15143, -1.26166, -0.32101], [3.28616, -0.00939, 4.98887], [-0.19894, -0.85538, 2.67496], [3.26472, 0.82309, 0.82010], [-3.05325, 0.16555, -5.07059], [-5.21004, -1.26001, -1.58846], [5.09881, 1.98775, 1.14630]],
  "lumo_ev": -0.5,
  "de_lowest_kj_mol": 0.0,
  "spin_multiplicity": 1,
  "e_tot_ev": -105361.687,
  "gap_ev": 8.6,
  "homo_energy_ev": -9.10,
  "smiles": "FC(F)(F)c1ccc(-c2cn(-c3cc(Br)cc(-c4nnn[nH]4)c3)nn2)cc1"
}

=====

No. 4
{
  "formula": "C17H11AgCl2N4O2S",
  "method": "ωB97M-V/def2-TZVPD",
  "species": ["Ag", "N", "C", "S", "N", "N", "C", "C", "C", "C", "C", "C", "C", "O", "H", "H", "H", "H", "H", "H", "H", "Cl", "C", "C", "C", "Cl", "C", "C", "C", "C", "N", "C", "C", "O", "H", "H", "H", "H"],
  "positions_angstrom": [[1.09470, -0.60826, 0.92723], [-0.63984, 2.43750, 3.72893], [0.21116, 1.77397, 2.82747], [0.72869, 0.19957, 3.33771], [0.49878, 2.44887, 1.76414], [1.19066, 1.82363, 0.75698], [1.96418, 2.57826, 0.07760], [2.67506, 2.20793, -1.13226], [3.18854, 3.25484, -1.90410], [3.81277, 3.06119, -3.12359], [3.93936, 1.75177, -3.60316], [3.48457, 0.68936, -2.86195], [2.84613, 0.83930, -1.58125], [2.50271, -0.18691, -0.92940], [-1.10272, 1.77705, 4.33239], [-1.26902, 3.07799, 3.26471], [2.06079, 3.62650, 0.38970], [3.07984, 4.26976, -1.52790], [4.18003, 3.90446, -3.69830], [4.40288, 1.57647, -4.57068], [3.58871, -0.32898, -3.21999], [-0.22908, -5.85172, 0.46708], [-1.30624, -4.47927, 0.44930], [-2.67101, -4.71901, 0.49480], [-3.56241, -3.67210, 0.49224], [-5.28351, -4.03097, 0.58128], [-3.11897, -2.33714, 0.42263], [-3.96752, -1.20959, 0.40736], [-3.42228, 0.04379, 0.30581], [-2.03316, 0.17941, 0.19874], [-1.21854, -0.85072, 0.22474], [-1.71626, -2.09354, 0.35916], [-0.72427, -3.17916, 0.43935], [0.50408, -2.96562, 0.48951], [-3.03268, -5.73725, 0.54622], [-5.03790, -1.35055, 0.47771], [-4.05180, 0.92536, 0.29867], [-1.56646, 1.15379, 0.09112]],
  "lumo_ev": 4.3,
  "charge": -2,
  "spin_multiplicity": 1,
  "e_tot_ev": -67744.113,
  "gap_ev": 5.3,
  "homo_energy_ev": -1.00
}